{
  "formula": "C44H90NO17S2",
  "method": "ωB97M-V with the def2-TZVPD basis set",
  "symbols": ["C", "H", "H", "H", "C", "C", "C", "C", "O", "H", "C", "C", "H", "H", "H", "H", "H", "C", "H", "H", "C", "H", "H", "C", "S", "H", "H", "C", "H", "C", "H", "H", "O", "C", "H", "H", "H", "O", "C", "C", "H", "H", "H", "H", "H", "H", "C", "C", "H", "C", "H", "H", "H", "H", "O", "C", "H", "H", "O", "H", "H", "O", "H", "C", "H", "O", "H", "H", "H", "H", "C", "H", "H", "H", "H", "C", "C", "O", "H", "C", "O", "H", "H", "C", "C", "H", "N", "O", "H", "H", "H", "H", "C", "C", "H", "H", "C", "H", "H", "H", "C", "H", "H", "C", "H", "C", "H", "C", "O", "O", "C", "O", "H", "H", "O", "O", "C", "C", "O", "H", "O", "H", "H", "H", "H", "H", "C", "H", "H", "C", "H", "H", "S", "H", "H", "H", "C", "H", "C", "H", "C", "C", "H", "H", "H", "H", "H", "C", "H", "H", "C", "H", "H", "H"],
  "xyz": [[7.42, 8.43, -8.82], [-4.63, 2.67, 7.72], [-7.47, -1.66, -0.76], [5.35, -0.93, 1.25], [5.38, 1.57, 5.46], [2.02, 3.06, -4.98], [3.87, 9.62, -12.76], [-7.38, -7.34, 1.14], [4.79, 9.79, -12.00], [1.79, 10.11, -12.59], [-10.10, -10.59, 6.34], [-4.06, 3.59, 7.74], [1.23, 1.09, -4.75], [-6.40, 1.83, 2.88], [5.18, 1.71, 6.52], [-9.20, -7.22, 6.45], [7.67, -1.33, -0.03], [-5.52, -3.16, 0.63], [4.33, 3.30, 1.72], [-6.71, -7.71, 0.36], [-6.52, -3.55, -0.42], [8.42, -0.03, 0.92], [-0.86, 2.29, 1.02], [5.85, 4.17, -9.65], [-2.90, -0.35, 1.94], [-3.25, 3.52, 7.02], [8.37, 0.07, -0.85], [0.10, 1.95, 2.89], [2.54, 4.73, -1.33], [-12.42, -14.19, 8.53], [-5.53, 2.50, 4.25], [4.68, 0.71, 1.19], [7.60, 7.45, -9.50], [-10.24, -15.45, 7.98], [9.53, -5.04, -1.15], [7.64, 3.81, -6.69], [5.03, 3.25, 0.09], [-2.86, -1.78, 1.95], [5.60, 0.13, 1.26], [4.11, 1.71, 4.66], [6.09, 0.38, 2.20], [12.33, -2.80, 0.14], [5.10, 9.89, -14.48], [3.09, 3.23, 5.78], [4.02, 3.84, 4.39], [2.13, 8.37, -12.62], [1.79, 1.66, -5.49], [2.79, 4.00, -5.87], [2.87, 4.97, -5.39], [-7.76, -2.68, -0.52], [8.80, 9.78, -7.89], [4.30, 4.76, 0.71], [-12.15, -14.09, 9.59], [7.83, 8.81, -6.75], [-10.24, -8.90, 8.01], [11.54, -2.29, -0.42], [3.28, 3.23, -1.94], [11.29, -1.36, 0.10], [9.26, -2.82, -0.02], [-13.03, -15.09, 8.40], [1.43, 0.41, 3.53], [-5.60, -0.66, 3.10], [-6.79, 4.14, 8.29], [-1.27, 0.26, 1.46], [-8.29, -8.51, 5.65], [6.17, 1.26, -0.75], [1.57, 3.27, -1.51], [-9.39, -15.40, 7.31], [-9.90, -8.07, 5.06], [0.59, 1.13, 4.85], [2.47, 9.33, -12.26], [-8.31, -2.70, 0.42], [3.78, 3.60, -6.06], [6.58, 3.75, -10.35], [2.49, 2.99, 4.12], [-6.90, -7.77, 2.50], [0.46, 0.78, 3.83], [-4.88, 0.24, 5.18], [-3.63, 3.74, 8.74], [-9.91, -9.19, 6.88], [-7.57, -8.47, 3.22], [-4.69, -3.86, 0.61], [2.48, 9.32, -11.17], [6.19, 3.75, -8.24], [2.89, 3.23, 0.16], [-4.77, 2.46, 2.64], [-3.21, 0.27, 3.40], [-10.93, -13.49, 6.83], [-0.49, -0.43, 1.75], [5.80, 0.58, 5.31], [4.86, 3.79, -9.91], [7.59, 5.26, -7.70], [3.38, 3.03, 4.74], [10.48, -4.51, -1.17], [-6.68, 5.88, 7.93], [-5.51, -6.19, 2.93], [7.53, 4.17, -7.70], [8.33, 3.76, -8.32], [-8.40, -3.06, -1.32], [-0.28, -0.01, 3.87], [6.24, 9.35, -9.05], [5.64, 8.98, -9.88], [6.11, 2.32, 5.13], [-5.43, 1.95, 3.33], [6.59, 10.35, -9.29], [6.50, 0.46, 0.09], [2.75, 1.17, -5.66], [2.55, 3.65, -1.25], [-4.72, 5.47, 6.44], [3.69, 0.81, 3.98], [8.36, 8.79, -7.70], [2.13, 2.58, 0.83], [3.43, 10.47, -14.68], [10.78, -4.37, -2.21], [-6.36, -4.50, -1.15], [-3.79, 0.20, 0.93], [-4.94, 4.76, 7.39], [-9.28, -8.18, 5.95], [5.41, 3.10, -7.58], [-12.99, -13.32, 8.22], [1.60, 3.41, -3.90], [11.23, -5.11, -0.65], [5.85, 5.25, -9.72], [-9.89, -15.40, 9.01], [-5.79, 5.21, 9.31], [-8.38, -7.76, 0.96], [-6.13, 5.01, 8.29], [-5.30, -7.66, 3.91], [-5.15, -2.16, 0.46], [-5.53, -7.28, 2.91], [-7.44, -6.26, 1.08], [-0.22, 2.77, 3.54], [-4.77, 0.33, 3.74], [2.26, 4.12, -6.82], [-9.13, -11.02, 6.06], [3.78, 8.73, -14.71], [4.05, 9.68, -14.26], [-1.98, 2.13, 2.32], [-11.17, -14.29, 7.69], [-10.75, -10.57, 5.47], [4.23, 3.67, 0.70], [7.83, -0.26, 0.03], [0.98, 2.32, 2.38], [-10.76, -16.40, 7.83], [1.23, 1.69, -6.42], [5.62, 9.38, -8.15], [-10.55, -11.21, 7.10], [-1.07, 1.71, 1.91], [-5.99, -3.19, 1.62], [-1.32, 0.25, 0.38], [10.32, -3.17, -0.49], [11.89, -2.06, -1.42], [-4.78, -7.64, 2.21], [9.16, 8.06, -7.65]],
  "orbital_gap_ha": 0.2477,
  "total_charge": -1,
  "e_tot_ha": -3860.7330,
  "multiplicity": 1,
  "e_homo_ha": -0.199
}